{
  "formula": "C9H21N2",
  "method": "ωB97M-V/def2-TZVPD",
  "species": ["N", "N", "C", "C", "C", "C", "C", "C", "C", "C", "C", "H", "H", "H", "H", "H", "H", "H", "H", "H", "H", "H", "H", "H", "H", "H", "H", "H", "H", "H", "H", "H"],
  "positions_angstrom": [[0.531, -1.594, -1.383], [0.662, -0.909, -0.237], [2.035, -1.040, 0.455], [-0.614, -0.404, 0.304], [2.558, 1.561, 0.561], [-1.523, 0.065, -0.810], [-2.826, 0.566, -0.158], [2.465, 0.199, -0.096], [-0.683, 1.079, -1.583], [-0.280, 0.676, 1.302], [-1.207, -1.633, 1.054], [0.502, -1.141, -2.315], [2.160, 1.517, 1.550], [0.563, 0.394, 1.954], [-1.573, -1.430, 1.988], [-1.289, 2.054, -1.675], [0.688, -2.633, -1.281], [-3.712, 0.390, -0.900], [2.813, 0.248, -1.066], [-2.016, -2.107, 0.524], [-0.559, 0.843, -2.627], [-2.777, 1.609, 0.168], [0.233, 1.417, -1.203], [-0.363, -2.314, 1.283], [1.993, 2.230, -0.033], [2.628, -1.945, 0.117], [-1.060, 0.723, 2.009], [-1.735, -0.791, -1.558], [0.014, 1.706, 1.055], [1.934, -1.123, 1.512], [3.662, 1.808, 0.471], [-3.220, -0.021, 0.619]],
  "forces_ev_per_a": [[0.687, -2.302, -0.889], [2.796, 0.840, -1.489], [-0.103, -2.122, -0.155], [0.174, -0.786, 1.642], [1.181, -2.192, -0.441], [0.478, -0.907, -0.721], [-1.571, 0.288, -2.991], [-1.557, 1.635, 1.515], [-3.460, 2.727, -1.484], [1.200, 0.475, 1.270], [1.764, -0.566, -1.454], [0.069, -0.469, 1.270], [0.373, 0.355, 0.693], [-0.327, -0.456, -0.241], [-1.067, 1.056, 2.381], [0.779, -1.206, 0.170], [-0.115, 1.847, -0.643], [1.659, 1.016, 0.886], [0.513, -0.524, -2.172], [0.076, -0.402, -0.494], [0.220, -0.450, -0.410], [-0.072, -0.168, -0.213], [1.279, -0.022, 0.855], [-0.651, -0.122, -0.398], [-0.350, 1.074, -0.642], [-1.153, 0.927, 0.066], [-1.215, 0.398, 0.687], [0.119, 1.172, 1.666], [-0.639, -0.427, -0.841], [-0.123, 0.247, 0.765], [-1.183, -0.013, 0.351], [0.221, -0.923, 1.459]],
  "mulliken_charge": [-0.751, 0.603, -0.770, 1.240, -1.181, 0.494, -1.623, 0.316, -1.576, -2.072, -1.846, 0.204, 0.371, 0.588, 0.439, 0.403, 0.237, 0.352, 0.392, 0.419, 0.434, 0.382, 0.274, 0.422, 0.363, 0.413, 0.576, 0.464, 0.295, 0.300, 0.392, 0.450],
  "total_charge": 1,
  "homo_energy_ev": [-13.065, -13.064],
  "total_energy_ev": -12643.1013
}